4 unconnected molecules or ions with the total composition C8H10Cl4F2O6. Source: the OMol25 dataset; level of theory: wB97M-V/def2-TZVPD.

Bonds (Å) are listed after each position.
Element x y z (Å)
1 Cl 25.78 12.00 25.78  C19 1.728
2 Cl 28.51 19.23 26.21  C16 1.749
3 Cl 23.60 10.33 25.40  C19 1.742
4 Cl 26.38 20.35 27.96  C16 1.788
5 F 22.55 17.07 17.91  C20 1.347
6 F 15.50 17.40 17.06  C17 1.316
7 O 14.68 17.52 21.31  C14 1.313
8 O 16.19 18.36 19.78  C14 1.304, C18 1.420
9 O 24.57 16.98 18.89  C13 1.315, C20 1.350
10 O 25.77 18.20 20.30  C13 1.195
11 O 23.74 17.40 20.75  C13 1.282, C15 1.390
12 O 14.31 17.61 19.02  C14 1.311, C17 1.410
13 C 24.79 17.58 20.04  O9 1.315, O10 1.195, O11 1.282
14 C 15.03 17.85 20.09  O7 1.313, O8 1.304, O12 1.311
15 C 22.81 16.54 20.18  O11 1.390, C20 1.542, H24 1.090, H29 1.090
16 C 26.82 19.66 26.37  Cl2 1.749, Cl4 1.788, H21 1.090, H30 1.090
17 C 14.86 18.21 17.88  F6 1.316, O12 1.410, C18 1.530, H27 1.090
18 C 15.96 19.04 18.55  O8 1.420, C17 1.530, H22 1.090, H28 1.090
19 C 25.14 10.78 24.73  Cl1 1.728, Cl3 1.742, H23 1.090, H25 1.090
20 C 23.36 16.40 18.74  F5 1.347, O9 1.350, C15 1.542, H26 1.090
21 H 26.27 18.72 26.28  C16 1.090
22 H 16.83 19.27 17.93  C18 1.090
23 H 25.74 9.87 24.61  C19 1.090
24 H 21.81 16.97 20.20  C15 1.090
25 H 25.01 11.12 23.70  C19 1.090
26 H 23.59 15.49 18.20  C20 1.090
27 H 14.08 18.67 17.26  C17 1.090
28 H 15.46 19.99 18.72  C18 1.090
29 H 22.75 15.55 20.63  C15 1.090
30 H 26.56 20.43 25.65  C16 1.090

Net charge = 0
M = 381.97 u
Relative energy (zero: lowest compared OMol25 entry of this formula, charge and spin) = 21.6 kcal/mol
Frontier orbital gap = 11.08 eV
HOMO level = -10.879 eV

3 unconnected molecules or ions with the total composition C8H10ClN2. Source: the OMol25 dataset; level of theory: wB97M-V/def2-TZVPD.

Bonds (Å) are listed after each position.
Element x y z (Å)
1 Cl -1.71 2.16 2.32  no bonds
2 N 2.23 -0.49 2.64  C5 1.361, C9 1.381, H14 1.002
3 N -2.04 1.28 -3.13  C6 1.367, C10 1.379, H16 1.001
4 C 0.86 -1.40 1.19  C5 1.368, C8 1.427, H20 1.078
5 C 1.00 -0.36 2.07  N2 1.361, C4 1.368, H19 1.081
6 C -2.81 1.07 -2.02  N3 1.367, C11 1.368, H12 1.076
7 C -0.65 0.76 -1.48  C10 1.367, C11 1.422, H15 1.078
8 C 2.07 -2.16 1.21  C4 1.427, C9 1.371, H17 1.078
9 C 2.89 -1.59 2.14  N2 1.381, C8 1.371, H18 1.078
10 C -0.72 1.09 -2.81  N3 1.379, C7 1.367, H21 1.076
11 C -1.99 0.74 -0.98  C6 1.368, C7 1.422, H13 1.079
12 H -3.89 1.08 -2.07  C6 1.076
13 H -2.25 0.61 0.05  C11 1.079
14 H 2.57 0.07 3.40  N2 1.002
15 H 0.25 0.52 -0.96  C7 1.078
16 H -2.40 1.46 -4.05  N3 1.001
17 H 2.37 -3.00 0.60  C8 1.078
18 H 3.90 -1.75 2.48  C9 1.078
19 H 0.26 0.36 2.39  C5 1.081
20 H 0.00 -1.57 0.56  C4 1.078
21 H 0.05 1.11 -3.56  C10 1.076

Net charge = -1
M = 169.64 u
Relative energy (zero: lowest compared OMol25 entry of this formula, charge and spin) = 14.5 kcal/mol
Frontier orbital gap = 7.15 eV
HOMO level = -3.830 eV